# 1
C27H36N4O6RuS2 | the ωB97M-V functional and the def2-TZVPD basis

## Properties
Gap between HOMO and LUMO (alpha / beta)   0.2341 / 0.2345 Ha
ΔE to the lowest compared entry with this formula, charge and spin   0.000 eV
Expectation value of S²   0.756
Charge   -1
Spin multiplicity   2

Last column: Mulliken charge in e.
CARTESIAN COORDINATES (ANGSTROEM)
Ru: -0.347 -0.143 -0.538  0.1261
C: -0.960 -0.736 -3.484  -1.6670
N: -1.178 -1.362 -2.167  1.6116
C: -0.519 -2.688 -2.082  -1.0498
C: 0.960 -2.762 -2.449  -1.1783
C: 1.887 -1.646 -1.984  -0.7633
N: 1.605 -1.063 -0.675  0.9458
C: 2.636 -0.555 -0.104  -0.9223
C: 2.693 0.381 0.992  0.8244
C: 3.964 0.678 1.515  -0.9620
C: 4.139 1.582 2.533  -0.7921
C: 3.010 2.247 3.040  -0.5615
C: 1.756 1.991 2.547  -0.7276
C: 1.552 1.043 1.512  0.6206
O: 0.340 0.779 1.151  -0.0279
C: -2.663 -1.597 -2.005  -1.0542
C: -3.312 -1.064 -0.739  -0.3684
C: -3.289 0.445 -0.669  -0.9569
N: -1.930 0.940 -0.663  0.5184
C: -1.881 2.380 -0.811  -1.3709
C: -1.071 2.803 -2.011  0.7467
C: -1.523 3.879 -2.770  -0.5933
C: -0.837 4.326 -3.889  -0.9137
C: 0.335 3.679 -4.262  -0.5178
C: 0.800 2.605 -3.524  -0.7881
C: 0.116 2.146 -2.385  -0.2277
O: 0.642 1.122 -1.731  -0.0208
H: -1.312 -1.396 -4.287  0.3970
H: 0.090 -0.502 -3.628  0.2621
H: -1.504 0.207 -3.516  0.4456
H: -1.047 -3.388 -2.745  0.4098
H: -0.667 -3.024 -1.058  0.3731
H: 1.067 -2.816 -3.536  0.3547
H: 1.309 -3.724 -2.063  0.4210
H: 1.814 -0.804 -2.677  0.2906
H: 2.921 -2.007 -2.026  0.5536
H: 3.620 -0.821 -0.508  0.1868
H: 4.825 0.170 1.090  0.3705
H: 5.127 1.798 2.918  0.3887
H: 3.130 2.987 3.822  0.4042
H: 0.882 2.522 2.906  0.4720
H: -2.839 -2.674 -2.062  0.3413
H: -3.157 -1.150 -2.871  0.4522
H: -2.827 -1.490 0.134  -0.2562
H: -4.350 -1.413 -0.731  0.5360
H: -3.826 0.813 0.214  0.3691
H: -3.819 0.856 -1.543  0.4787
H: -2.901 2.741 -0.951  0.8262
H: -2.415 4.397 -2.438  0.4033
H: -1.204 5.176 -4.450  0.3769
H: 0.893 4.013 -5.130  0.3921
H: 1.718 2.095 -3.796  0.3935
O: -4.190 3.886 0.525  -0.6613
S: -2.985 4.652 0.821  1.0914
O: -2.661 5.631 -0.202  -0.6273
O: -2.871 5.121 2.188  -0.6648
S: -1.413 3.198 0.779  -0.1566
O: -0.913 -1.908 0.843  -0.0231
C: -0.583 -2.092 2.029  0.3712
C: -0.368 -3.498 2.549  -1.1483
C: 1.094 -3.785 2.982  -0.9413
C: 1.993 -2.549 3.051  0.2341
C: 1.633 -1.571 4.168  -0.4256
C: 0.132 -1.263 4.213  -1.0116
N: -0.448 -1.091 2.894  0.2726
H: -0.674 -4.172 1.752  0.3223
H: -1.054 -3.654 3.384  0.4996
H: 1.532 -4.484 2.267  0.4325
H: 1.093 -4.295 3.949  0.3147
H: 1.949 -2.029 2.092  -0.5329
H: 3.033 -2.862 3.173  0.5494
H: 2.198 -0.646 4.027  0.1045
H: 1.922 -1.985 5.139  0.5022
H: -0.055 -0.349 4.774  0.4619
H: -0.400 -2.064 4.733  0.3495
H: -0.414 -0.163 2.453  0.1142

# 2
C27H36N4ReS2Si | the ωB97M-V functional and the def2-TZVPD basis

## Properties
Gap between HOMO and LUMO (alpha / beta)   0.2961 / 0.2426 Ha
ΔE to the lowest compared entry with this formula, charge and spin   0.127 eV
Expectation value of S²   3.780
Charge   +2
Spin multiplicity   4

Last column: Mulliken charge in e.
CARTESIAN COORDINATES (ANGSTROEM)
Re: -0.127 -0.193 0.099  1.3797
C: -3.292 -2.370 5.916  -1.5800
C: -3.389 -1.013 5.202  1.8340
C: -4.204 -1.193 3.920  -1.7515
C: -4.116 0.004 6.097  -1.6630
C: -1.977 -0.514 4.907  0.3832
C: -1.110 -0.215 5.978  -0.4581
C: 0.180 0.228 5.784  -1.4668
C: 0.633 0.372 4.478  0.6811
S: 2.208 0.851 3.914  -0.3083
C: 1.686 0.654 2.296  0.9699
N: 0.423 0.273 2.168  -0.1638
C: -0.198 0.080 3.396  -1.2514
C: -1.501 -0.363 3.617  1.0567
C: 2.511 0.773 1.112  0.8996
C: 3.826 1.228 1.125  -0.9063
C: 4.538 1.280 -0.062  -0.8083
C: 3.938 0.876 -1.249  -0.7103
C: 2.627 0.414 -1.263  -0.3020
C: 1.893 0.345 -0.082  0.1569
H: -4.292 -2.744 6.140  0.4434
H: -2.743 -2.293 6.855  0.3652
H: -2.786 -3.104 5.285  0.3503
H: -5.216 -1.507 4.172  0.4624
H: -3.774 -1.965 3.276  0.3630
H: -4.283 -0.252 3.366  0.3307
H: -5.133 -0.334 6.296  0.4629
H: -4.169 0.978 5.608  0.3888
H: -3.620 0.132 7.057  0.3511
H: -1.459 -0.341 6.993  0.4962
H: 0.824 0.449 6.625  0.4380
H: -2.123 -0.596 2.762  -0.5720
H: 4.288 1.540 2.054  0.4785
H: 5.560 1.632 -0.066  0.4330
H: 4.498 0.918 -2.174  0.4549
H: 2.189 0.088 -2.199  0.4588
C: 1.270 -6.512 -2.447  -1.1262
Si: 0.137 -5.034 -2.717  0.1675
C: 0.854 -3.863 -4.004  -1.0541
C: -1.614 -5.551 -3.164  -1.0565
C: 0.091 -4.158 -0.996  0.3493
C: 0.216 -4.929 0.164  0.0534
C: 0.271 -4.361 1.434  -1.2058
C: 0.213 -2.992 1.549  -0.0409
N: 0.072 -2.227 0.457  -0.2623
C: -0.004 -2.792 -0.777  0.1815
S: -0.276 -1.497 -1.937  -0.5403
H: 1.554 -6.935 -3.412  0.3822
H: 0.778 -7.303 -1.878  0.3441
H: 2.185 -6.228 -1.924  0.3843
H: 1.205 -4.440 -4.862  0.3747
H: 1.704 -3.300 -3.614  0.3436
H: 0.106 -3.157 -4.367  0.3273
H: -1.583 -6.229 -4.018  0.3652
H: -2.224 -4.691 -3.446  0.3179
H: -2.113 -6.071 -2.345  0.3617
H: 0.282 -6.007 0.071  0.3888
H: 0.372 -4.969 2.321  0.4613
H: 0.281 -2.489 2.505  0.5539
N: -0.511 1.904 -0.600  -0.5686
C: -1.825 1.968 -1.292  -0.7538
C: -2.883 1.438 -0.342  -0.5645
N: -2.507 0.078 0.119  -0.5209
H: -0.512 2.570 0.172  0.2895
H: 0.224 2.217 -1.230  0.3817
H: -1.765 1.352 -2.189  0.3269
H: -2.073 2.987 -1.589  0.4656
H: -3.857 1.443 -0.830  0.4548
H: -2.942 2.091 0.530  0.3533
H: -2.863 -0.616 -0.534  0.3349
H: -2.958 -0.109 1.010  0.0335

# 3
C27H36NP3Y | the ωB97M-V functional and the def2-TZVPD basis

## Properties
Gap between HOMO and LUMO   0.2358 Ha
ΔE to the lowest compared entry with this formula, charge and spin   1.428 eV
Charge   +1

Last column: natural (NBO) charge in e.
CARTESIAN COORDINATES (ANGSTROEM)
C: -1.487 3.296 -3.741  -0.1377
C: -1.263 1.951 -3.447  -0.0757
C: 0.053 1.430 -3.602  0.2709
C: 1.093 2.225 -4.190  -0.1351
C: 0.812 3.598 -4.448  -0.1300
C: -0.449 4.117 -4.207  -0.2192
C: 2.363 1.644 -4.356  -0.0130
C: 2.590 0.286 -4.087  -0.0438
C: 1.510 -0.467 -3.519  0.2794
C: 1.650 -1.868 -3.301  -0.0970
C: 2.913 -2.441 -3.430  -0.1477
C: 4.010 -1.676 -3.846  -0.2214
C: 3.859 -0.349 -4.204  -0.1571
H: -2.488 3.706 -3.589  0.2268
H: 1.618 4.230 -4.827  0.2294
H: -0.660 5.176 -4.359  0.2361
H: 3.181 2.268 -4.717  0.2305
H: 3.037 -3.498 -3.195  0.2244
H: 4.986 -2.153 -3.882  0.2348
H: 4.707 0.246 -4.544  0.2315
N: 0.380 0.198 -3.062  -0.6762
Y: 0.605 0.298 -0.753  1.4560
C: -2.364 1.084 -2.869  -0.7116
H: -2.349 0.065 -3.285  0.2464
H: -3.347 1.540 -3.062  0.2386
C: 0.468 -2.681 -2.826  -0.7016
H: -0.470 -2.388 -3.329  0.2547
H: 0.652 -3.759 -2.963  0.2392
P: -2.153 0.891 -1.032  0.8152
P: 0.197 -2.383 -0.996  0.7725
C: 1.509 -3.484 -0.329  -0.9320
H: 1.429 -3.591 0.761  0.2444
H: 1.404 -4.469 -0.806  0.2398
H: 2.498 -3.062 -0.555  0.2508
C: -1.323 -3.365 -0.763  -0.9261
H: -1.127 -4.400 -1.082  0.2435
H: -1.623 -3.338 0.293  0.2511
H: -2.129 -2.931 -1.374  0.2443
C: -2.584 2.600 -0.520  -0.9255
H: -3.538 2.943 -0.942  0.2277
H: -2.635 2.618 0.575  0.2527
H: -1.781 3.277 -0.834  0.2574
C: -3.698 0.013 -0.628  -0.9287
H: -3.761 -0.059 0.465  0.2464
H: -4.573 0.557 -1.010  0.2423
H: -3.684 -1.000 -1.050  0.2360
H: 2.194 1.340 -1.314  -0.6031
H: 0.154 1.602 0.640  -0.5287
C: 2.353 -1.083 2.304  -0.9431
P: 0.548 -0.847 2.063  0.8233
C: -0.209 -2.384 2.725  -0.9340
C: 0.144 0.231 3.501  -0.2352
C: -1.020 1.009 3.386  -0.2166
C: -1.254 2.044 4.293  -0.2031
C: -0.395 2.216 5.387  -0.1982
C: 0.669 1.336 5.589  -0.1896
C: 0.939 0.328 4.653  -0.2476
H: 2.756 -1.790 1.566  0.2326
H: 2.557 -1.455 3.313  0.2397
H: 2.839 -0.109 2.164  0.2635
H: -0.023 -2.461 3.805  0.2486
H: -1.295 -2.328 2.562  0.2395
H: 0.201 -3.265 2.224  0.2188
H: -1.686 0.861 2.534  0.2078
H: -2.080 2.736 4.135  0.2206
H: -0.550 3.052 6.065  0.2249
H: 1.310 1.446 6.468  0.2238
H: 1.777 -0.347 4.834  0.2130